[1]
# C5H8N2O

C5H8N2O as an isolated structure at a distorted geometry (the ωB97M-V functional and the def2-TZVPD basis, the OMol25 dataset).

Each line ends with the Mulliken charge.
Geometry (Å):
C -1.24 0.59 0.52  0.09
H -0.98 0.04 1.38  0.41
H -2.97 1.22 -0.64  0.37
H 3.36 -1.14 0.43  0.28
H 1.74 -2.04 0.21  0.33
N -0.26 1.45 -0.12  -0.21
C 0.18 0.08 -0.64  -0.47
C 2.34 -1.31 -0.14  -1.08
H -2.69 -0.58 -0.48  0.26
C 1.43 -0.10 0.04  0.77
H -3.43 0.46 0.78  0.32
H 2.64 -1.48 -1.21  0.30
N 1.79 0.88 0.78  -0.47
O 0.75 1.89 0.68  -0.19
H -0.03 -0.36 -1.57  0.43
C -2.64 0.42 -0.03  -1.13

The value obtained for the energy is -10336.511 eV. For the energy above the lowest of the compared OMol25 structures with the same formula, charge and spin, the calculation gives 599.7 kJ/mol. The value obtained for the HOMO energy (spin up / spin down) is -7.91 / -7.91 eV. The LUMO energy (spin up / spin down) comes out at 0.02622 / 0.02623 hartree.

---

[2]
# C5H8N2O

One molecule with the formula C5H8N2O at a distorted geometry (the ωB97M-V functional and the def2-TZVPD basis, the OMol25 dataset).

Each line ends with the Mulliken charge.
Geometry (Å):
N 2.44 -0.99 0.10  -0.65
C -1.46 0.44 -0.59  -0.68
H 2.16 1.38 -0.33  0.35
H -1.63 -1.91 -1.06  0.27
O 0.50 1.86 0.30  -0.32
C 0.12 -0.51 0.56  -0.01
H -2.03 -1.31 0.75  0.24
H -2.51 0.61 -0.21  0.33
H -1.12 0.52 -1.59  0.38
H 0.69 -1.37 1.26  0.27
N 1.22 1.13 -0.65  -0.35
C -1.34 -1.11 -0.16  -0.52
C -0.52 0.90 0.67  -0.12
H 3.25 -0.70 -0.41  0.21
C 1.41 -0.07 -0.18  0.22
H -1.18 1.13 1.54  0.36

The value obtained for the energy is -10335.251 eV. For the energy above the lowest of the compared OMol25 structures with the same formula, charge and spin, the calculation gives 721.2 kJ/mol. The value obtained for the HOMO energy is -9.41 eV. The SMILES is [H]/N=C1\NO[C@H]2CC[C@@H]12. The LUMO energy comes out at 0.02206 hartree.

---

[3]
# C5H8N2O

A 2-piece molecular cluster, C5H8N2O overall at a distorted geometry (the ωB97M-V functional and the def2-TZVPD basis, the OMol25 dataset).

Each line ends with the Mulliken charge.
Geometry (Å):
O 2.53 0.65 -0.29  -0.43
N -1.19 0.32 -0.53  -0.15
H 1.32 1.13 -1.82  0.29
H -1.32 1.17 -1.18  0.30
H 0.96 2.38 -0.36  0.30
C 2.05 -0.17 1.07  -0.39
H 2.32 0.43 2.08  0.22
C 0.13 0.20 -0.13  0.40
H -3.54 0.42 -0.30  0.18
H 2.74 -1.02 1.16  0.31
H 0.26 -1.45 1.46  0.42
C -2.28 -0.60 -0.58  -0.11
H -3.33 -2.21 -0.37  0.27
N -2.26 -1.99 -0.47  -0.54
C 0.49 -0.57 0.93  -0.54
C 1.13 1.32 -0.67  -0.54

The value obtained for the energy is -10335.522 eV. For the energy above the lowest of the compared OMol25 structures with the same formula, charge and spin, the calculation gives 695.1 kJ/mol. The value obtained for the HOMO energy is -8.49 eV. The LUMO energy comes out at 0.00762 hartree.

---

[4]
# C5H8N2O

One molecule with the formula C5H8N2O at a distorted geometry (the ωB97M-V functional and the def2-TZVPD basis, the OMol25 dataset).

Each line ends with the Mulliken charge.
Geometry (Å):
H -1.95 0.09 0.90  0.37
H 2.47 1.29 -0.33  0.14
H -1.44 -2.11 -0.94  0.25
H 0.11 1.63 1.25  0.16
N 1.69 0.76 -0.16  -0.13
O 2.65 -1.33 -0.15  -0.67
H -0.13 -0.28 1.11  0.22
H -0.02 0.36 -1.57  0.40
C -0.41 0.33 -0.63  -0.19
C 1.61 -0.62 0.10  0.26
C 0.14 -0.83 0.14  -0.03
C 0.30 1.32 0.11  -0.44
H 0.22 2.28 -0.34  0.41
C -1.46 -1.35 -0.11  -0.42
H -2.02 -1.59 0.81  0.27
N -1.76 0.05 -0.20  -0.62

The value obtained for the energy is -10336.641 eV. For the energy above the lowest of the compared OMol25 structures with the same formula, charge and spin, the calculation gives 587.1 kJ/mol. The value obtained for the HOMO energy is -9.22 eV. The SMILES is O=C1NC[C@@H]2NC[C@@H]12. The LUMO energy comes out at 0.02581 hartree.

---

Question: energy of number 2 (C5H8N2O)?
Answer: -10335.251 eV